The following is a DFT calculation (the ωB97M-V functional and the def2-TZVPD basis) of the ion C4H12N3 with charge +1 at a distorted geometry.

Summary:
Max |F|: 0.082 hartree/bohr
Spin multiplicity: 1
Total energy: -323.554976 hartree
Charge: +1
Structure (SMILES): C[C@@]1(N)C[C@@]1(N)[NH3+]

Element x y z (Å)
1 N -1.595 1.277 0.515
2 N -1.664 -1.171 0.321
3 N 1.294 1.558 0.186
4 C 0.734 0.260 -0.089
5 C 1.391 -0.961 0.371
6 C -0.812 0.316 -0.118
7 C -0.078 0.366 -1.444
8 H 1.843 1.626 1.024
9 H 1.402 -1.819 -0.367
10 H -1.318 1.524 1.438
11 H 1.933 1.923 -0.493
12 H -0.157 1.206 -2.063
13 H 0.948 -1.471 1.158
14 H 2.350 -0.660 0.637
15 H -0.146 -0.464 -2.048
16 H -0.910 -1.828 0.341
17 H -2.201 -1.225 -0.510
18 H -2.014 2.042 0.063
19 H -2.009 -0.788 1.199